Record 1
{
  "formula": "C23H14Cl64NO3P",
  "method": "ωB97M-V/def2-TZVPD",
  "species": ["C", "C", "O", "O", "C", "P", "C", "C", "O", "N", "C", "C", "H", "H", "H", "H", "H", "H", "H", "H", "H", "H", "H", "H", "H", "H", "C", "Cl", "Cl", "Cl", "Cl", "C", "Cl", "Cl", "Cl", "Cl", "C", "Cl", "Cl", "Cl", "Cl", "C", "Cl", "Cl", "Cl", "Cl", "C", "Cl", "Cl", "Cl", "Cl", "C", "Cl", "Cl", "Cl", "Cl", "C", "Cl", "Cl", "Cl", "Cl", "C", "Cl", "Cl", "Cl", "Cl", "C", "Cl", "Cl", "Cl", "Cl", "C", "Cl", "Cl", "Cl", "Cl", "C", "Cl", "Cl", "Cl", "Cl", "C", "Cl", "Cl", "Cl", "Cl", "C", "Cl", "Cl", "Cl", "Cl", "C", "Cl", "Cl", "Cl", "Cl", "C", "Cl", "Cl", "Cl", "Cl", "C", "Cl", "Cl", "Cl", "Cl"],
  "coordinates": [[4.8158, -5.1828, 2.7343], [4.2552, -5.3952, 1.2596], [4.5260, -6.4291, 0.6454], [3.4397, -4.4030, 0.6703], [2.2536, -4.2872, 1.5391], [0.7815, -3.9781, 0.3872], [-0.7875, -3.6147, 1.4160], [-1.1622, -4.8123, 2.4170], [-2.1574, -4.6700, 3.0895], [-0.3033, -5.9833, 2.4363], [0.0716, -6.4006, 3.8090], [-0.8300, -7.0965, 1.6080], [5.2638, -4.1599, 2.8503], [3.9495, -5.3214, 3.4543], [5.5309, -6.0248, 2.9507], [2.1733, -5.2855, 2.0748], [2.4188, -3.4558, 2.2809], [0.5620, -5.1839, -0.3516], [-1.6674, -3.4851, 0.7222], [-0.6804, -2.6517, 1.9969], [0.0189, -7.5068, 3.9952], [-0.5034, -5.8846, 4.6278], [1.1617, -6.1011, 3.9596], [-0.1005, -7.9538, 1.6954], [-1.8655, -7.4494, 1.9170], [-0.8888, -6.7092, 0.5404], [2.7898, -6.7283, -2.6552], [2.4793, -8.4620, -2.4189], [3.2765, -5.9971, -1.1084], [4.0870, -6.5185, -3.8475], [1.3062, -5.9397, -3.2563], [2.5745, 0.0899, -0.4497], [1.5778, 1.2997, 0.3883], [1.9796, -1.5471, -0.0654], [2.4748, 0.3539, -2.1990], [4.2631, 0.2512, 0.0796], [2.5776, 3.6915, -4.4428], [2.7052, 5.0269, -5.6035], [2.5655, 2.1474, -5.3157], [3.9624, 3.7349, -3.3364], [1.0770, 3.8528, -3.5137], [-2.1451, -4.1588, -2.9593], [-3.7024, -3.3269, -3.1297], [-2.4209, -5.9021, -2.7974], [-1.1476, -3.8482, -4.3913], [-1.3057, -3.5583, -1.5130], [3.4794, -6.9096, -7.7711], [2.3787, -5.7079, -7.0708], [3.0219, -8.5280, -7.2091], [3.3754, -6.8463, -9.5408], [5.1424, -6.5559, -7.2637], [-1.1981, -1.5869, 5.5575], [-1.5587, -0.1336, 6.5069], [-0.3482, -1.1201, 4.0699], [-0.1687, -2.6755, 6.5084], [-2.7079, -2.4139, 5.1425], [-2.7703, 3.2002, -2.9225], [-4.4490, 2.6547, -2.7442], [-1.7273, 2.2700, -1.8275], [-2.2428, 2.9515, -4.5990], [-2.6628, 4.9232, -2.5166], [7.2992, 5.8476, -1.3682], [6.2911, 7.0294, -0.5172], [6.7148, 4.2133, -1.0048], [7.1981, 6.1366, -3.1145], [8.9962, 5.9939, -0.8413], [8.6479, 9.9205, 1.7476], [8.8681, 8.5101, 0.6956], [7.0762, 9.8080, 2.5636], [9.9419, 9.9636, 2.9606], [8.7026, 11.4013, 0.7722], [-4.3738, 7.2705, 0.1173], [-4.8255, 5.5563, 0.1568], [-3.8054, 7.7678, 1.7212], [-3.0770, 7.5178, -1.0712], [-5.7851, 8.2425, -0.3394], [-1.4428, 3.8292, 7.8788], [-1.9598, 2.2867, 8.5841], [0.2084, 4.1971, 8.4109], [-1.4836, 3.7054, 6.1101], [-2.5363, 5.1215, 8.4074], [-7.8004, 10.1230, 2.6362], [-8.7985, 11.3194, 3.4841], [-8.3864, 8.4914, 3.0097], [-7.9019, 10.4024, 0.8892], [-6.1143, 10.2810, 3.1616], [-3.0432, -5.5389, -7.6731], [-3.4931, -5.6070, -9.3871], [-1.3151, -5.9002, -7.5005], [-3.3755, -3.9165, -7.0385], [-3.9902, -6.7339, -6.7658], [-6.4868, -7.6489, -2.2734], [-8.0429, -6.8156, -2.4426], [-6.7644, -9.3930, -2.1096], [-5.4920, -7.3404, -3.7085], [-5.6466, -7.0457, -0.8322], [-6.6019, 13.6505, -1.1044], [-5.7178, 15.1380, -1.4929], [-5.6568, 12.2449, -1.6332], [-6.8658, 13.5579, 0.6456], [-8.1674, 13.6576, -1.9382], [2.4378, 2.8391, 4.7388], [1.0550, 2.0179, 5.4809], [2.5676, 2.3588, 3.0353], [2.2071, 4.5956, 4.8423], [3.9241, 2.3858, 5.5963]],
  "e_tot_ev": -842425.2766,
  "homo_lumo_gap_ev": 8.36
}



Record 2
{
  "formula": "C23H14N2O2PdS",
  "method": "ωB97M-V/def2-TZVPD",
  "species": ["Pd", "O", "C", "O", "C", "C", "C", "C", "C", "C", "C", "C", "C", "N", "H", "H", "H", "H", "H", "H", "S", "C", "C", "C", "C", "C", "C", "N", "C", "C", "C", "C", "C", "C", "C", "H", "H", "H", "H", "H", "H", "H", "H"],
  "coordinates": [[-1.5807, 1.1709, -0.3272], [0.6514, 2.7331, -3.3508], [-0.0829, 2.0265, -2.6778], [-1.0310, 2.4034, -1.8961], [0.1466, 0.5199, -2.7404], [1.0275, -0.0275, -3.7017], [1.2260, -1.3708, -3.7101], [0.5771, -2.1883, -2.7492], [0.7527, -3.5929, -2.6866], [0.1274, -4.3246, -1.7208], [-0.7011, -3.6828, -0.7685], [-0.8957, -2.3336, -0.8124], [-0.2626, -1.5617, -1.8136], [-0.4744, -0.2091, -1.8480], [1.5143, 0.6509, -4.3864], [1.8869, -1.8319, -4.4361], [1.3950, -4.0721, -3.4161], [0.2625, -5.3976, -1.6781], [-1.1809, -4.2698, 0.0043], [-1.5232, -1.8255, -0.0918], [0.8627, 1.2404, 3.5310], [1.9524, 1.9242, 2.3651], [3.2467, 2.4028, 2.5623], [3.9164, 2.9152, 1.4701], [3.3094, 2.9594, 0.2063], [2.0290, 2.4843, 0.0121], [1.3498, 1.9537, 1.1073], [0.0544, 1.4315, 1.1057], [-0.3074, 1.0311, 2.2864], [-1.6309, 0.4312, 2.4334], [-2.1665, -0.0270, 3.6302], [-3.4489, -0.5580, 3.6443], [-4.1801, -0.6240, 2.4626], [-3.6337, -0.1747, 1.2624], [-2.3583, 0.3591, 1.2440], [3.7111, 2.3776, 3.5398], [4.9221, 3.2951, 1.5940], [3.8491, 3.3828, -0.6311], [1.5539, 2.5469, -0.9573], [-1.5940, 0.0363, 4.5498], [-3.8780, -0.9156, 4.5706], [-5.1809, -1.0385, 2.4700], [-4.2130, -0.2500, 0.3482]],
  "e_tot_ev": -45469.1769,
  "homo_lumo_gap_ev": 7.77
}